Arrangement 1

The following is a DFT calculation (ωB97M-V with the def2-TZVPD basis set) of a 6-piece molecular cluster, CH12O6 overall.

Values from the calculation:
charge	0
SMILES	C=O.O.O.O.O.O

Geometry (Å):
O  2.72  0.07  0.76
C  1.84  0.36  1.53
H  1.77  1.36  2.00
H  1.07  -0.37  1.80
H  -0.88  -1.72  0.50
H  -0.17  -3.06  0.11
O  -0.01  -2.16  0.41
H  0.24  2.00  -2.22
H  0.16  0.46  -1.97
O  -0.36  1.33  -1.88
H  -0.84  1.47  -0.31
H  -2.16  1.84  0.24
O  -1.27  1.70  0.56
H  0.89  -1.41  -1.19
H  1.85  -0.19  -0.99
O  1.31  -0.66  -1.63
H  -1.46  0.10  1.06
H  -2.68  -0.46  0.26
O  -2.03  -0.68  0.95

Arrangement 2

The following is a DFT calculation (ωB97M-V with the def2-TZVPD basis set) of a 6-piece molecular cluster, CH12O6 overall.

Values from the calculation:
charge	0
SMILES	C=O.O.O.O.O.O

Geometry (Å):
O  0.15  -1.78  -2.01
C  -0.54  -2.55  -2.60
H  -0.58  -2.22  -3.62
H  -0.92  -3.58  -2.47
H  2.82  0.41  0.59
H  2.45  0.60  2.00
O  2.67  1.04  1.28
H  -1.54  0.90  -1.20
H  -0.91  1.70  -0.03
O  -1.77  1.35  -0.35
H  -2.35  0.04  1.63
H  -2.33  0.48  3.10
O  -1.88  -0.17  2.47
H  0.91  1.91  0.57
H  1.12  2.47  -0.96
O  0.63  2.64  -0.12
H  0.27  -0.93  1.23
H  0.88  -1.43  -0.11
O  0.91  -0.89  0.61

Stability verdict: arrangement 1, ahead by 38.4 kcal/mol

Arrangement 1

The following is a DFT calculation (ωB97M-V with the def2-TZVPD basis set) of a 14-piece molecular cluster, H28O14 overall.

Values from the calculation:
charge	0

Geometry (Å):
O  -1.51  4.69  2.77
H  -0.86  5.34  3.06
H  -1.36  3.94  3.34
O  -4.02  3.51  -0.69
H  -3.39  3.88  -0.07
H  -3.52  2.89  -1.21
O  -4.02  -1.97  -1.71
H  -3.29  -1.55  -2.17
H  -4.27  -1.34  -1.03
O  1.73  -4.08  -2.22
H  1.02  -4.71  -2.34
H  2.01  -4.22  -1.31
O  -4.54  -0.09  2.36
H  -5.22  0.53  2.61
H  -4.73  -0.87  2.88
O  2.26  -4.70  2.46
H  1.86  -3.84  2.55
H  1.77  -5.25  3.08
O  3.86  2.38  -2.80
H  3.44  3.23  -2.77
H  3.73  2.07  -3.69
O  0.13  -1.25  3.77
H  -0.54  -1.37  4.45
H  0.86  -0.83  4.22
O  -1.73  1.67  -4.03
H  -1.36  0.99  -4.61
H  -1.19  1.63  -3.25
O  -2.41  -4.83  1.80
H  -2.03  -4.51  2.62
H  -2.12  -4.20  1.14
O  1.07  -1.37  -5.50
H  1.94  -1.23  -5.88
H  1.23  -1.94  -4.75
O  0.31  0.27  -0.50
H  0.10  0.00  0.39
H  1.25  0.08  -0.59
O  5.31  0.66  1.26
H  5.09  0.96  0.38
H  6.07  1.19  1.51
O  2.68  4.90  1.65
H  2.24  4.09  1.91
H  2.16  5.23  0.92

Arrangement 2

The following is a DFT calculation (ωB97M-V with the def2-TZVPD basis set) of a 14-piece molecular cluster, H28O14 overall.

Values from the calculation:
charge	0

Geometry (Å):
O  0.45  -0.29  -0.12
H  -0.41  -0.59  0.12
H  0.49  0.42  -0.79
O  -2.84  0.90  1.19
H  -2.16  0.42  1.68
H  -3.44  1.27  1.85
O  1.12  -2.24  -1.77
H  0.87  -1.43  -1.25
H  1.73  -2.65  -1.12
O  -1.17  2.28  -0.36
H  -0.32  2.16  0.08
H  -1.73  1.95  0.32
O  -1.83  2.51  -2.95
H  -1.49  3.36  -3.19
H  -1.37  2.28  -2.13
O  1.48  -1.36  2.92
H  2.09  -0.59  2.73
H  0.67  -1.09  2.57
O  1.12  1.74  -2.17
H  1.40  2.61  -2.37
H  0.96  1.40  -3.05
O  2.48  -2.83  0.94
H  1.92  -2.28  1.51
H  3.03  -3.37  1.45
O  1.42  2.39  0.64
H  1.10  2.90  1.34
H  1.52  1.52  1.00
O  -2.28  -2.96  -0.61
H  -1.58  -2.94  0.01
H  -2.58  -3.87  -0.64
O  -0.58  -2.69  1.60
H  -1.33  -2.18  1.95
H  -0.49  -3.36  2.28
O  -1.62  -0.07  -2.81
H  -2.36  -0.21  -2.17
H  -1.66  0.86  -2.99
O  3.55  0.92  -1.53
H  3.98  1.79  -1.53
H  2.60  1.08  -1.64
O  -0.61  0.62  2.81
H  -1.03  1.45  2.76
H  -1.10  0.16  3.49

Stability verdict: arrangement 2, ahead by 5.6 kcal/mol

Arrangement 1

The following is a DFT calculation (ωB97M-V with the def2-TZVPD basis set) of a 2-piece molecular cluster, C4H7N2 overall.

Values from the calculation:
charge	+1

Geometry (Å):
C  2.18  -0.57  -0.06
C  -1.35  -1.01  -0.01
C  -1.09  0.25  0.71
C  -0.06  -0.24  -0.29
N  2.81  0.22  0.51
N  -0.72  1.05  -0.52
H  2.33  -1.47  -0.52
H  -1.43  -1.85  0.64
H  -2.04  -1.30  -0.81
H  -1.21  0.54  1.66
H  3.66  0.63  0.88
H  -1.29  1.29  -1.29
H  -0.02  1.84  -0.42

Arrangement 2

The following is a DFT calculation (ωB97M-V with the def2-TZVPD basis set) of a 2-piece molecular cluster, C4H7N2 overall.

Values from the calculation:
charge	+1

Geometry (Å):
C  1.62  2.18  -0.89
C  0.59  0.45  0.02
C  1.55  0.90  0.88
C  -1.61  -1.34  -0.17
N  0.60  1.34  -1.07
N  2.21  1.94  0.28
H  -0.15  -0.43  -0.15
H  2.10  0.44  1.71
H  -1.99  -0.69  -0.91
H  -1.55  -1.35  0.88
H  -0.85  -2.06  -0.57
H  -0.20  1.32  -1.66
H  3.16  2.20  0.54

Arrangement 3

The following is a DFT calculation (ωB97M-V with the def2-TZVPD basis set) of an isolated ion of composition C4H7N2 and charge +1.

Values from the calculation:
charge	+1

Geometry (Å):
C  -0.61  1.30  0.31
C  0.36  0.72  1.25
C  -0.89  -1.32  -0.30
C  0.91  -0.31  -0.97
N  0.18  -1.47  -1.19
N  -0.14  -0.04  0.09
H  -1.62  1.50  0.88
H  -0.26  2.14  -0.34
H  1.38  0.93  1.24
H  0.06  0.37  2.29
H  -1.25  -2.15  0.37
H  1.45  0.36  -1.67
H  0.45  -2.05  -1.96

Arrangement 4

The following is a DFT calculation (ωB97M-V with the def2-TZVPD basis set) of a 3-piece molecular cluster, C4H7N2 overall.

Values from the calculation:
charge	+1

Geometry (Å):
C  0.05  0.98  0.43
C  0.67  -0.23  -1.40
C  1.21  0.54  -0.29
C  0.03  -0.45  -0.03
N  0.08  -2.39  1.41
N  0.13  -1.50  0.73
H  0.06  1.21  1.44
H  -0.86  1.61  -0.03
H  0.06  0.38  -2.09
H  1.15  -1.03  -1.86
H  2.23  0.42  0.21
H  -2.36  0.64  0.89
H  -2.46  -0.17  0.59

Stability verdict: arrangement 4, ahead by 2.3 kcal/mol

Arrangement 1

The following is a DFT calculation (ωB97M-V with the def2-TZVPD basis set) of an isolated ion of composition C4H7N2 and charge +1.

Values from the calculation:
charge	+1
SMILES	C/[NH+]=C/C1=NC1

Geometry (Å):
C  -1.61  -0.10  0.17
C  -2.93  0.02  -0.58
C  -0.27  -0.17  0.41
C  1.99  0.56  -0.07
N  -2.59  0.70  0.66
N  0.64  0.03  -0.46
H  -3.03  0.53  -1.66
H  -3.46  -0.90  -0.50
H  0.09  -0.23  1.47
H  1.62  1.35  0.65
H  2.56  -0.10  0.49
H  2.56  0.86  -1.04
H  0.36  0.10  -1.47

Arrangement 2

The following is a DFT calculation (ωB97M-V with the def2-TZVPD basis set) of an isolated ion of composition C4H7N2 and charge +1.

Values from the calculation:
charge	+1
SMILES	C[N+]1=CC=NC1

Geometry (Å):
C  1.40  1.39  0.00
C  0.21  0.89  -0.73
C  0.64  -0.34  1.05
C  -1.48  -0.99  -0.50
N  1.64  0.74  1.10
N  -0.36  -0.13  -0.20
H  2.06  2.20  -0.44
H  -0.15  1.61  -1.53
H  1.19  -1.29  1.08
H  0.11  -0.48  1.99
H  -2.27  -0.73  0.28
H  -2.05  -0.96  -1.48
H  -0.96  -1.92  -0.62

Stability verdict: arrangement 2, ahead by 42.5 kcal/mol

Arrangement 1

The following is a DFT calculation (ωB97M-V with the def2-TZVPD basis set) of an isolated ion of composition C4H7N2 and charge +1.

Values from the calculation:
charge	+1
SMILES	CC#CC(N)=[NH2+]

Geometry (Å):
C  0.28  0.10  0.01
C  1.45  0.05  -0.05
C  -1.47  0.09  -0.07
C  2.94  -0.03  -0.02
N  -2.02  -1.13  -0.25
N  -2.13  1.21  0.26
H  3.21  0.29  -1.09
H  3.32  -1.08  0.35
H  3.31  0.85  0.61
H  -1.40  -1.90  -0.49
H  -2.95  -1.33  -0.49
H  -1.45  1.85  0.73
H  -3.10  1.05  0.49

Arrangement 2

The following is a DFT calculation (ωB97M-V with the def2-TZVPD basis set) of a 2-piece molecular cluster, C4H7N2 overall.

Values from the calculation:
charge	+1

Geometry (Å):
C  -0.69  0.10  -0.09
C  3.94  -0.40  -0.34
C  0.38  0.62  0.18
C  -3.01  -0.06  0.49
N  3.04  -0.20  0.45
N  -1.91  -0.12  -0.44
H  4.07  -0.08  -1.40
H  4.89  -0.99  -0.16
H  1.10  1.20  0.58
H  -2.96  0.96  1.01
H  -3.90  -0.05  -0.14
H  -2.77  -0.81  1.29
H  -2.18  -0.17  -1.41

Arrangement 3

The following is a DFT calculation (ωB97M-V with the def2-TZVPD basis set) of a 2-piece molecular cluster, C4H7N2 overall.

Values from the calculation:
charge	+1

Geometry (Å):
C  3.19  -0.09  -0.62
C  -1.10  0.54  0.17
C  -1.70  1.79  0.20
C  -0.22  -1.86  0.12
N  2.18  0.24  -0.20
N  -0.79  -0.57  0.06
H  4.11  -0.16  -1.15
H  -0.99  2.49  0.66
H  -2.59  1.71  0.88
H  -1.86  2.28  -0.73
H  0.68  -1.60  0.86
H  0.12  -2.24  -0.86
H  -1.02  -2.53  0.62

Arrangement 4

The following is a DFT calculation (ωB97M-V with the def2-TZVPD basis set) of an isolated ion of composition C4H7N2 and charge +1.

Values from the calculation:
charge	+1

Geometry (Å):
C  0.99  -1.05  1.50
C  -0.51  0.53  -1.35
C  -0.35  -0.89  0.74
C  0.65  0.30  1.04
N  -0.35  1.80  -1.48
N  0.22  -0.11  -0.29
H  0.91  -1.50  2.48
H  1.57  -1.51  0.75
H  -1.54  0.16  -1.27
H  -0.32  -0.21  -2.18
H  -1.39  -0.97  0.98
H  0.57  1.30  1.56
H  -0.47  2.15  -2.49

Stability verdict: arrangement 3, ahead by 14.1 kcal/mol

Arrangement 1

The following is a DFT calculation (ωB97M-V with the def2-TZVPD basis set) of C5H7NO2 in the gas phase.

Values from the calculation:
charge	0

Geometry (Å):
C  -0.97  1.41  -0.03
C  0.96  0.24  1.37
C  0.20  0.47  -0.17
C  -0.14  -1.10  -0.07
C  -1.31  -1.59  0.33
O  2.27  0.02  -1.01
N  1.09  0.83  -1.08
O  1.83  -0.23  1.95
H  2.81  0.35  -1.74
H  0.60  -1.69  -0.58
H  -1.55  1.18  0.86
H  -0.59  2.44  0.03
H  -1.60  1.31  -0.92
H  -2.05  -1.00  0.85
H  -1.54  -2.64  0.20

Arrangement 2

The following is a DFT calculation (ωB97M-V with the def2-TZVPD basis set) of C5H7NO2 in the gas phase.

Values from the calculation:
charge	0
SMILES	[H]/N=C/[C@H]1C[C@@H]1C(=O)O

Geometry (Å):
C  -0.01  -0.40  0.47
C  0.26  0.37  -0.71
C  0.87  -1.00  -0.59
C  1.48  1.56  -0.46
C  -1.60  -0.91  0.33
O  1.29  2.39  0.60
N  -2.29  -0.88  1.40
O  2.42  1.67  -1.21
H  0.53  2.14  1.14
H  0.28  -0.21  1.50
H  -0.41  0.70  -1.50
H  -3.24  -1.25  1.26
H  0.48  -1.81  -1.20
H  1.94  -1.06  -0.41
H  -1.99  -1.30  -0.62

Arrangement 3

The following is a DFT calculation (ωB97M-V with the def2-TZVPD basis set) of C5H7NO2 in the gas phase.

Values from the calculation:
charge	0
SMILES	C=C(C)/C=N/OC=O

Geometry (Å):
C  -0.30  -1.20  -1.80
C  -0.29  0.07  0.17
C  -1.47  0.80  2.68
C  0.40  -0.43  -1.04
C  1.77  0.16  -1.25
N  0.32  0.76  0.97
O  -0.48  1.35  2.05
O  -2.10  1.38  3.46
H  0.08  -1.65  -2.67
H  -1.31  -1.42  -1.58
H  -1.29  -0.39  0.32
H  -1.60  -0.32  2.55
H  2.40  -0.60  -1.52
H  1.93  0.56  -0.28
H  1.96  0.91  -2.05

Stability verdict: arrangement 2, ahead by 32.8 kcal/mol